Record 1
225
Properties=species:S:1:pos:R:3 method="wB97M-V/def2-TZVPD" smiles=COC[C@H](C)N.COC[C@H](C)N.COC[C@H](C)N.COC[C@H](C)N.COC[C@H](C)N.COC[C@H](C)N.COC[C@H](C)N.COC[C@H](C)N.COC[C@H](C)N.COCCNCCOC.COCCNCCOC.COCCNCCOC total_charge=0
C -6.679 -3.267 -1.307
O -5.350 -3.762 -1.268
C -4.408 -2.898 -0.602
C -2.913 -3.311 -0.686
C -2.085 -2.439 0.348
N -2.325 -2.978 -2.004
H -7.293 -3.991 -1.842
H -6.709 -2.226 -1.630
H -7.035 -3.237 -0.277
H -4.553 -1.891 -0.993
H -4.695 -2.724 0.435
H -2.884 -4.380 -0.471
H -2.114 -1.433 -0.070
H -1.033 -2.709 0.444
H -2.568 -2.462 1.325
H -1.322 -3.060 -1.909
H -2.476 -3.739 -2.650
C 1.055 -1.882 -1.863
O 0.669 -3.205 -1.849
C 1.638 -3.937 -2.593
C 1.434 -5.449 -2.333
C 0.015 -5.982 -2.517
N 1.751 -5.754 -1.001
H 0.877 -1.424 -2.836
H 2.076 -1.678 -1.542
H 0.250 -1.381 -1.326
H 1.446 -3.789 -3.656
H 2.694 -3.702 -2.456
H 2.078 -5.969 -3.043
H -0.094 -7.058 -2.381
H -0.419 -5.750 -3.489
H -0.668 -5.643 -1.738
H 1.298 -5.093 -0.386
H 2.743 -5.623 -0.861
C 3.893 0.004 -4.106
O 3.722 0.764 -2.874
C 4.909 1.374 -2.392
C 4.620 2.009 -1.002
C 3.926 0.964 -0.075
N 3.708 3.156 -1.072
H 3.922 0.706 -4.940
H 3.049 -0.643 -4.346
H 4.849 -0.510 -4.210
H 5.660 0.591 -2.287
H 5.505 2.048 -3.008
H 5.519 2.378 -0.508
H 2.901 0.789 -0.404
H 3.896 1.352 0.943
H 4.569 0.085 -0.033
H 2.828 2.726 -1.320
H 4.048 3.654 -1.883
C 4.538 4.236 -7.832
O 3.518 4.958 -7.125
C 3.872 5.354 -5.827
C 3.878 4.327 -4.647
C 2.421 3.867 -4.370
N 4.113 4.994 -3.380
H 5.005 3.461 -7.224
H 5.247 4.988 -8.180
H 4.154 3.732 -8.718
H 4.876 5.771 -5.902
H 3.335 6.270 -5.581
H 4.552 3.498 -4.862
H 1.954 3.449 -5.262
H 1.790 4.705 -4.075
H 2.414 3.053 -3.645
H 3.474 5.769 -3.279
H 4.976 5.518 -3.409
C -3.915 1.779 6.108
O -3.997 0.373 5.814
C -3.555 -0.470 6.918
C -4.017 -1.923 6.737
C -3.889 -2.423 5.254
N -5.439 -2.031 7.058
H -3.054 2.035 6.726
H -4.817 2.176 6.573
H -3.918 2.307 5.155
H -2.470 -0.444 7.019
H -4.070 -0.210 7.843
H -3.441 -2.618 7.347
H -4.646 -2.075 4.551
H -3.745 -3.502 5.206
H -2.937 -2.131 4.809
H -5.865 -2.775 6.525
H -5.918 -1.219 6.695
C 3.164 -2.111 7.908
O 2.418 -1.233 7.039
C 2.822 -1.100 5.651
C 2.108 -0.022 4.910
C 2.336 1.349 5.578
N 0.628 -0.204 4.813
H 4.192 -1.763 8.013
H 3.096 -3.124 7.511
H 2.803 -2.205 8.932
H 3.887 -0.947 5.826
H 2.698 -2.045 5.122
H 2.474 -0.014 3.883
H 3.399 1.551 5.711
H 1.723 1.410 6.477
H 1.942 2.126 4.923
H 0.277 0.507 4.188
H 0.173 -0.030 5.698
C -1.680 7.672 -0.259
O -1.431 6.482 -1.039
C -2.572 6.105 -1.754
C -2.463 4.622 -2.163
C -1.241 4.444 -3.105
N -3.689 4.138 -2.771
H -2.506 7.578 0.446
H -1.771 8.560 -0.884
H -0.809 7.838 0.375
H -3.456 6.300 -1.147
H -2.723 6.723 -2.639
H -2.279 3.975 -1.305
H -1.296 3.398 -3.406
H -0.267 4.642 -2.658
H -1.240 5.165 -3.923
H -4.465 4.520 -2.249
H -3.883 4.329 -3.744
C 2.130 1.573 -7.928
O 0.877 1.031 -7.365
C 0.929 -0.407 -7.250
C -0.088 -0.841 -6.181
C -0.242 0.185 -5.039
N 0.135 -2.089 -5.520
H 2.219 1.187 -8.943
H 2.994 1.321 -7.313
H 2.034 2.659 -7.941
H 0.833 -0.974 -8.175
H 1.908 -0.669 -6.850
H -1.058 -0.859 -6.677
H -0.689 1.089 -5.453
H 0.700 0.405 -4.537
H -0.871 -0.242 -4.258
H 0.230 -2.653 -6.352
H -0.682 -2.375 -5.000
C 0.201 1.508 -1.565
O 0.340 1.204 -0.140
C -0.848 1.251 0.568
C -0.680 1.023 2.097
C -1.983 1.246 2.759
N 0.236 2.009 2.688
H -0.514 0.831 -2.032
H 1.194 1.455 -2.011
H -0.158 2.520 -1.754
H -1.408 2.178 0.442
H -1.489 0.414 0.294
H -0.337 -0.003 2.235
H -1.958 0.900 3.792
H -2.738 0.576 2.347
H -2.318 2.283 2.744
H -0.015 2.943 2.398
H 1.012 1.888 2.054
C 0.454 4.836 0.761
O 0.599 4.696 2.159
C -0.276 5.575 2.969
C -0.183 5.451 4.493
N -0.614 4.119 4.816
C -0.380 3.802 6.224
C -1.327 4.556 7.151
O -0.922 5.928 7.418
C -1.883 6.617 8.136
H 0.596 5.858 0.408
H -0.498 4.391 0.470
H 1.235 4.284 0.238
H -1.327 5.532 2.684
H 0.009 6.591 2.694
H -0.761 6.293 4.875
H 0.839 5.600 4.842
H -0.226 3.412 4.208
H 0.660 3.855 6.544
H -0.562 2.728 6.186
H -1.145 4.063 8.106
H -2.364 4.516 6.818
H -1.523 7.617 8.381
H -2.167 6.142 9.075
H -2.823 6.734 7.596
C -3.363 -5.679 -3.751
O -3.065 -4.383 -4.239
C -4.131 -3.987 -5.043
C -3.738 -2.705 -5.719
N -3.314 -1.670 -4.784
C -4.455 -1.014 -4.098
C -3.917 -0.110 -2.929
O -5.007 0.364 -2.092
C -4.513 1.066 -0.953
H -4.393 -5.994 -3.586
H -2.850 -5.768 -2.793
H -2.961 -6.410 -4.452
H -4.961 -3.825 -4.355
H -4.300 -4.695 -5.854
H -4.554 -2.379 -6.364
H -2.964 -2.976 -6.438
H -2.970 -2.193 -3.991
H -5.148 -1.753 -3.694
H -4.888 -0.371 -4.864
H -3.318 0.700 -3.346
H -3.238 -0.715 -2.329
H -3.781 1.865 -1.066
H -4.141 0.355 -0.215
H -5.328 1.519 -0.388
C 6.622 -9.117 1.860
O 5.521 -8.316 2.069
C 5.067 -8.218 3.410
C 3.718 -7.488 3.355
N 3.759 -6.094 3.170
C 2.466 -5.669 2.700
C 2.567 -4.140 2.668
O 1.459 -3.608 2.015
C 1.553 -2.179 1.820
H 6.329 -10.163 1.942
H 7.459 -9.099 2.557
H 7.000 -8.949 0.851
H 5.798 -7.658 3.994
H 5.046 -9.204 3.873
H 3.176 -7.711 4.273
H 3.056 -7.977 2.641
H 4.076 -5.541 3.954
H 1.678 -5.943 3.401
H 2.186 -5.979 1.693
H 3.508 -3.750 2.280
H 2.498 -3.817 3.707
H 0.689 -1.777 1.292
H 2.444 -2.000 1.218
H 1.596 -1.658 2.776

=====

Record 2
218
Properties=species:S:1:pos:R:3 method="wB97M-V/def2-TZVPD" total_charge=+4
N -1.731 -2.338 3.933
H -0.989 -2.871 4.373
H -2.593 -2.943 3.884
H -1.423 -2.149 2.957
H -1.911 -1.456 4.492
N 4.505 -2.440 0.427
H 4.037 -2.924 1.188
H 3.920 -1.626 0.146
H 4.733 -3.100 -0.311
H 5.410 -2.081 0.906
N 1.025 -2.370 -4.681
H 1.539 -1.735 -5.289
H 0.085 -2.539 -5.053
H 0.945 -1.912 -3.744
H 1.501 -3.260 -4.538
N 0.527 -4.483 0.166
H 1.118 -4.193 -0.608
H 0.038 -5.361 -0.033
H -0.146 -3.726 0.429
H 1.135 -4.650 0.967
N 3.662 0.330 -3.614
H 2.866 0.285 -2.961
H 3.331 0.111 -4.549
H 4.287 -0.387 -3.251
H 4.150 1.268 -3.577
N 2.279 -1.632 4.328
H 1.609 -0.960 3.866
H 2.771 -2.144 3.604
H 1.665 -2.344 4.731
H 2.844 -1.148 5.028
C -0.068 -1.421 -0.652
C 1.024 -0.711 -1.164
C 2.110 -0.217 -0.240
O 3.334 -0.079 -0.633
C 1.890 -0.271 1.130
C 0.657 -0.679 1.713
C -0.291 -1.537 0.755
O -1.027 -2.440 1.245
O 0.337 -0.352 2.872
O 1.063 -0.538 -2.424
H -0.827 -1.779 -1.336
H 2.665 0.125 1.780
C 7.779 -1.911 -0.842
C 7.939 -2.312 0.628
N 6.951 -1.649 1.520
C 7.206 -2.111 2.902
C 7.018 -3.620 3.080
C 7.015 -0.196 1.388
C 5.955 0.518 2.246
H 8.151 -2.693 -1.506
H 8.324 -1.009 -1.115
H 6.734 -1.782 -1.151
H 7.815 -3.393 0.675
H 8.954 -2.054 0.942
H 6.454 -1.666 3.556
H 8.189 -1.826 3.284
H 7.888 -4.203 2.784
H 6.096 -3.995 2.619
H 6.888 -3.864 4.137
H 7.963 0.244 1.719
H 6.860 0.094 0.348
H 6.237 0.414 3.293
H 5.832 1.577 2.032
H 4.985 0.034 2.074
C -1.543 -1.798 7.673
C -1.407 -0.481 6.906
N -2.369 -0.347 5.803
C -2.133 0.911 5.082
C -2.829 0.978 3.712
C -3.778 -0.466 6.215
C -4.327 0.603 7.159
H -0.594 -2.067 8.133
H -1.772 -2.592 6.955
H -2.348 -1.755 8.401
H -1.404 0.407 7.547
H -0.417 -0.417 6.431
H -2.487 1.781 5.642
H -1.069 1.058 4.883
H -3.906 0.804 3.725
H -2.723 1.955 3.239
H -2.422 0.257 2.995
H -3.845 -1.441 6.707
H -4.400 -0.551 5.323
H -3.720 0.615 8.063
H -5.369 0.393 7.395
H -4.353 1.582 6.681
C 0.960 3.411 0.423
C 0.129 3.105 1.683
N -0.024 4.324 2.476
C -0.258 4.128 3.911
C 1.016 3.565 4.557
C -1.046 5.153 1.817
C -1.233 6.514 2.424
H 1.965 3.779 0.637
H 0.489 4.203 -0.158
H 1.123 2.563 -0.252
H -0.851 2.658 1.460
H 0.658 2.306 2.208
H -0.584 5.077 4.326
H -1.103 3.438 4.062
H 0.940 3.522 5.646
H 1.163 2.538 4.216
H 1.855 4.220 4.332
H -2.005 4.610 1.836
H -0.814 5.400 0.781
H -0.307 7.090 2.378
H -1.608 6.558 3.447
H -1.977 7.051 1.832
C 4.777 3.781 -5.143
C 5.091 3.816 -3.658
N 5.470 2.499 -3.100
C 6.569 1.888 -3.852
C 7.061 0.549 -3.297
C 5.811 2.677 -1.677
C 4.634 3.138 -0.842
H 4.007 3.043 -5.404
H 5.643 3.440 -5.707
H 4.368 4.716 -5.517
H 5.899 4.538 -3.477
H 4.251 4.232 -3.099
H 6.276 1.709 -4.888
H 7.409 2.589 -3.952
H 7.715 0.082 -4.032
H 7.599 0.673 -2.358
H 6.263 -0.165 -3.070
H 6.680 3.335 -1.571
H 6.073 1.722 -1.216
H 4.482 4.214 -0.779
H 4.694 2.710 0.162
H 3.681 2.698 -1.157
C -2.495 3.390 -5.935
C -1.228 4.217 -6.149
N 0.023 3.605 -5.708
C 0.035 3.443 -4.249
C 1.162 2.504 -3.817
C 1.152 4.422 -6.174
C 1.498 4.219 -7.633
H -2.478 2.376 -6.350
H -3.285 3.828 -6.546
H -2.708 3.311 -4.871
H -1.149 4.479 -7.203
H -1.376 5.162 -5.601
H -0.933 3.056 -3.938
H 0.107 4.420 -3.748
H 0.963 2.181 -2.786
H 2.172 2.914 -3.769
H 1.136 1.562 -4.375
H 0.915 5.485 -6.034
H 2.017 4.162 -5.568
H 1.724 3.176 -7.870
H 0.703 4.511 -8.318
H 2.389 4.798 -7.882
C -4.531 4.315 -3.101
C -4.050 3.415 -1.960
N -3.042 2.466 -2.398
C -2.125 2.055 -1.348
C -2.733 1.094 -0.311
C -3.562 1.400 -3.246
C -2.464 0.532 -3.809
H -5.201 5.089 -2.719
H -5.145 3.709 -3.767
H -3.733 4.868 -3.590
H -3.591 4.094 -1.235
H -4.904 2.970 -1.430
H -1.234 1.608 -1.806
H -1.671 2.948 -0.909
H -2.207 1.185 0.642
H -3.770 1.369 -0.112
H -2.733 0.111 -0.787
H -4.048 1.846 -4.114
H -4.325 0.800 -2.729
H -2.881 -0.254 -4.449
H -1.903 -0.026 -3.050
H -1.779 1.088 -4.452
C -4.587 -5.434 1.648
C -3.609 -4.544 2.430
N -4.110 -3.965 3.687
C -5.374 -3.206 3.565
C -5.267 -1.935 2.738
C -4.325 -4.991 4.718
C -3.044 -5.681 5.182
H -4.076 -5.815 0.766
H -5.506 -4.900 1.411
H -4.964 -6.279 2.227
H -2.632 -5.000 2.613
H -3.391 -3.678 1.794
H -6.214 -3.816 3.220
H -5.665 -2.915 4.575
H -5.227 -2.140 1.666
H -6.135 -1.305 2.926
H -4.379 -1.371 3.029
H -5.025 -5.755 4.368
H -4.754 -4.558 5.621
H -2.363 -4.933 5.615
H -2.506 -6.234 4.412
H -3.186 -6.341 6.038
C -7.244 -2.061 -3.850
C -5.999 -2.047 -2.989
N -5.629 -3.386 -2.508
C -5.260 -4.296 -3.588
C -4.982 -5.698 -3.088
C -4.796 -3.364 -1.334
C -3.322 -3.016 -1.699
H -7.086 -2.541 -4.818
H -7.603 -1.049 -4.036
H -8.048 -2.627 -3.381
H -5.151 -1.520 -3.448
H -6.291 -1.503 -2.085
H -6.102 -4.341 -4.277
H -4.465 -3.840 -4.202
H -5.743 -6.107 -2.425
H -4.910 -6.404 -3.919
H -4.022 -5.824 -2.575
H -4.827 -4.324 -0.821
H -5.166 -2.620 -0.626
H -2.849 -3.905 -2.137
H -2.728 -2.875 -0.787
H -3.174 -2.199 -2.405

=====

Taking the records one at a time from the top gives F_max values of 0.065, 0.065 Eh/bohr.
Taking the records one at a time from the top gives frontier orbital gap values of 9.08, 3.95 eV.
Taking the records one at a time from the top gives energy above the lowest of the compared OMol25 structures with the same formula, charge and spin values of 539.2, 134.2 kJ/mol.